{
  "formula": "C24H29N3O2S",
  "method": "ωB97M-V/def2-TZVPD",
  "symbols": ["C", "C", "C", "C", "N", "C", "C", "C", "C", "O", "N", "C", "C", "C", "N", "C", "C", "O", "C", "C", "C", "C", "C", "S", "C", "C", "C", "C", "C", "C", "H", "H", "H", "H", "H", "H", "H", "H", "H", "H", "H", "H", "H", "H", "H", "H", "H", "H", "H", "H", "H", "H", "H", "H", "H", "H", "H", "H", "H"],
  "positions_angstrom": [[-1.35, -3.75, -0.59], [-1.53, -3.50, 0.91], [-2.67, -2.54, 1.20], [-2.39, -1.13, 0.75], [-1.20, -0.80, 0.47], [-0.76, 0.40, -0.04], [0.42, 0.93, 0.48], [1.00, 2.06, -0.08], [2.29, 2.60, 0.45], [2.53, 3.79, 0.54], [3.15, 1.63, 0.82], [4.52, 1.91, 1.20], [5.26, 0.60, 1.45], [5.29, -0.30, 0.21], [3.97, -0.86, -0.09], [3.77, -1.11, -1.51], [2.34, -1.60, -1.75], [2.09, -2.78, -1.02], [2.27, -2.55, 0.36], [3.69, -2.07, 0.65], [0.40, 2.68, -1.17], [-0.76, 2.16, -1.70], [-1.34, 1.03, -1.15], [-2.82, 0.36, -1.88], [-3.86, 0.52, -0.43], [-4.96, 1.35, -0.48], [-5.78, 1.47, 0.62], [-5.49, 0.76, 1.78], [-4.40, -0.08, 1.82], [-3.56, -0.22, 0.71], [-2.25, -4.19, -1.01], [-0.52, -4.42, -0.77], [-1.15, -2.81, -1.10], [-1.73, -4.45, 1.41], [-0.60, -3.09, 1.31], [-2.86, -2.51, 2.28], [-3.59, -2.88, 0.72], [0.85, 0.46, 1.35], [3.01, 0.67, 0.50], [4.52, 2.53, 2.10], [5.02, 2.48, 0.41], [6.28, 0.82, 1.75], [4.78, 0.07, 2.28], [5.60, 0.31, -0.64], [6.03, -1.10, 0.35], [4.48, -1.86, -1.89], [3.92, -0.17, -2.06], [1.63, -0.81, -1.44], [2.19, -1.84, -2.80], [1.55, -1.80, 0.70], [2.07, -3.50, 0.85], [4.40, -2.87, 0.38], [3.79, -1.87, 1.72], [0.86, 3.56, -1.59], [-1.23, 2.62, -2.56], [-5.17, 1.89, -1.39], [-6.65, 2.11, 0.58], [-6.13, 0.85, 2.65], [-4.17, -0.63, 2.72]],
  "nbo_charge": [-0.6096, -0.3903, -0.4587, 0.3428, -0.4692, 0.1917, -0.2257, -0.1133, 0.6574, -0.6221, -0.6508, -0.2114, -0.4123, -0.2154, -0.4712, -0.2487, -0.0693, -0.5240, -0.0797, -0.2505, -0.1836, -0.2081, -0.2077, 0.2675, -0.1583, -0.2151, -0.1943, -0.2095, -0.1965, -0.0530, 0.1951, 0.2149, 0.2170, 0.2008, 0.2122, 0.2246, 0.2193, 0.2252, 0.4379, 0.2091, 0.1898, 0.2198, 0.2021, 0.2009, 0.1817, 0.1739, 0.2074, 0.1729, 0.1970, 0.1767, 0.1961, 0.1730, 0.2050, 0.2325, 0.2255, 0.2274, 0.2184, 0.2180, 0.2144],
  "smiles": "CCCC1=Nc2cc(C(=O)NCCCN3CCOCC3)ccc2Sc2ccccc21",
  "homo_energy_ev": -8.353,
  "total_charge": 0,
  "gap_ev": 8.8008,
  "relative_energy_kj_mol": 122.30
}

---

{
  "formula": "C24H29N3O3PtS4Si",
  "method": "ωB97M-V/def2-TZVPD",
  "symbols": ["Pt", "S", "C", "C", "C", "C", "C", "C", "S", "H", "H", "H", "H", "C", "Si", "C", "C", "N", "C", "C", "C", "C", "C", "C", "H", "H", "H", "H", "H", "H", "H", "H", "H", "H", "H", "H", "H", "H", "O", "C", "N", "C", "O", "C", "C", "C", "C", "N", "C", "H", "H", "H", "H", "H", "H", "H", "H", "C", "O", "C", "S", "S", "H", "H", "H"],
  "positions_angstrom": [[-1.36, -0.85, 0.47], [-3.49, -0.06, 0.40], [-3.85, 0.36, 2.06], [-5.00, 1.08, 2.38], [-5.31, 1.39, 3.70], [-4.46, 0.98, 4.73], [-3.31, 0.26, 4.43], [-3.00, -0.06, 3.11], [-1.59, -1.02, 2.72], [-5.65, 1.42, 1.58], [-6.20, 1.96, 3.93], [-4.69, 1.23, 5.76], [-2.64, -0.06, 5.22], [1.86, 2.55, 2.76], [1.80, 1.25, 1.35], [3.41, 1.44, 0.34], [2.06, -0.37, 2.31], [0.37, 1.27, 0.42], [0.06, 2.38, -0.30], [-1.14, 2.47, -1.06], [-1.49, 3.58, -1.80], [-0.67, 4.71, -1.85], [0.51, 4.66, -1.12], [0.87, 3.55, -0.38], [2.78, 2.44, 3.34], [1.01, 2.37, 3.43], [1.79, 3.59, 2.41], [4.27, 1.08, 0.91], [3.62, 2.47, 0.03], [3.33, 0.84, -0.57], [2.68, -0.14, 3.18], [2.59, -1.13, 1.73], [1.12, -0.79, 2.67], [-1.82, 1.64, -1.04], [-2.43, 3.57, -2.35], [-0.94, 5.59, -2.43], [1.19, 5.51, -1.13], [1.82, 3.58, 0.16], [1.73, -2.37, -4.60], [1.83, -3.18, -3.47], [3.12, -3.00, -2.82], [3.46, -2.95, -1.50], [4.64, -2.91, -1.16], [2.38, -3.02, -0.47], [2.47, -4.00, 0.52], [1.48, -4.07, 1.47], [0.43, -3.17, 1.42], [0.35, -2.22, 0.49], [1.31, -2.13, -0.43], [1.50, -1.46, -4.30], [1.75, -4.21, -3.83], [1.03, -2.99, -2.75], [3.91, -2.92, -3.44], [3.33, -4.67, 0.52], [1.51, -4.81, 2.26], [-0.38, -3.21, 2.13], [1.22, -1.32, -1.14], [-2.76, -0.94, -4.46], [-1.43, -0.46, -4.31], [-0.79, -0.50, -3.12], [0.72, 0.19, -3.13], [-1.61, -1.32, -1.84], [-3.03, -0.72, -5.50], [-3.43, -0.43, -3.77], [-2.82, -2.01, -4.28]],
  "nbo_charge": [0.5581, -0.1408, -0.2287, -0.2277, -0.2559, -0.2584, -0.2734, -0.0708, -0.2500, 0.2002, 0.1863, 0.1863, 0.1989, -1.1294, 1.8325, -1.1325, -1.1282, -1.1977, 0.2081, -0.2269, -0.2236, -0.3472, -0.1986, -0.3391, 0.1999, 0.2290, 0.2207, 0.2071, 0.2159, 0.2318, 0.2107, 0.2085, 0.2424, 0.2045, 0.1824, 0.1775, 0.1741, 0.1859, -0.7558, 0.0964, -0.6197, 0.6707, -0.6400, -0.1910, -0.1268, -0.2749, 0.0754, -0.4529, 0.0668, 0.4922, 0.1465, 0.1948, 0.3982, 0.2181, 0.2115, 0.2321, 0.2692, -0.2607, -0.5310, 0.0476, -0.2310, -0.2328, 0.1749, 0.2041, 0.1861],
  "homo_energy_ev": -0.729,
  "total_charge": -2,
  "gap_ev": 4.9934,
  "relative_energy_kj_mol": 224.80
}

---

{
  "formula": "C24H29N3O4S2",
  "method": "ωB97M-V/def2-TZVPD",
  "symbols": ["O", "C", "N", "H", "C", "C", "C", "C", "C", "C", "C", "C", "H", "H", "H", "H", "H", "H", "H", "H", "H", "C", "N", "C", "O", "C", "H", "H", "S", "C", "C", "C", "C", "C", "C", "H", "H", "S", "O", "O", "N", "C", "C", "H", "C", "H", "C", "C", "H", "C", "H", "H", "H", "H", "H", "H", "H", "H", "H", "H", "H", "H"],
  "positions_angstrom": [[-0.32, 2.52, 1.99], [-0.27, 2.90, 0.77], [0.13, 4.04, 0.38], [0.26, 4.14, -0.72], [0.46, 5.11, 0.95], [-0.51, 6.11, 0.91], [-1.75, 5.49, 1.14], [-2.63, 5.34, 2.31], [-3.82, 4.67, 2.51], [-4.41, 4.25, 1.44], [-3.96, 4.19, 0.36], [-2.75, 4.81, 0.02], [-2.20, 5.09, -1.16], [-4.42, 3.88, -0.55], [-5.44, 3.67, 1.51], [-4.05, 4.64, 3.61], [-1.90, 5.90, 3.16], [-0.42, 6.51, -0.06], [-0.63, 6.99, 1.68], [1.51, 5.46, 1.12], [0.36, 4.63, 2.14], [-0.47, 1.66, -0.21], [0.60, 1.26, -0.96], [1.19, 2.00, -1.96], [0.27, 2.99, -2.48], [2.24, 1.58, -2.82], [3.30, 1.68, -2.35], [2.28, 2.03, -3.68], [2.19, -0.29, -3.19], [1.93, -0.69, -1.53], [2.25, -2.02, -1.09], [2.17, -2.40, 0.07], [1.63, -1.48, 1.15], [1.23, -0.26, 0.59], [1.29, 0.09, -0.69], [0.59, 0.37, 1.59], [1.49, -1.81, 2.03], [2.99, -3.93, 0.90], [2.88, -4.00, 2.17], [4.02, -4.39, 0.07], [1.77, -4.90, 0.31], [1.87, -5.77, -0.84], [0.47, -5.67, -1.86], [-0.11, -6.45, -1.67], [-0.47, -4.45, -1.65], [-1.07, -3.99, -2.55], [-1.27, -4.27, -0.45], [-0.54, -4.07, 0.86], [-1.48, -4.40, 1.73], [0.56, -5.39, 1.19], [0.09, -6.28, 0.98], [0.84, -5.16, 2.14], [-0.38, -3.11, 1.00], [-1.78, -5.23, -0.42], [-2.00, -3.44, -0.43], [0.31, -3.41, -1.33], [0.64, -5.71, -3.00], [2.06, -6.78, -0.90], [2.44, -5.15, -1.50], [3.01, -2.44, -1.62], [-1.12, 0.98, -0.06], [-1.14, 2.34, -1.04]],
  "nbo_charge": [-0.6639, 0.7020, -0.6189, 0.4322, -0.2240, -0.4983, 0.0308, -0.1785, -0.2473, -0.1898, -0.3053, -0.1556, 0.2067, 0.2242, 0.2009, 0.2408, 0.1786, 0.2176, 0.2464, 0.2259, 0.2168, -0.2881, -0.3887, 0.6252, -0.7003, -0.5566, 0.2510, 0.2495, 0.3152, -0.1806, -0.2908, -0.1702, -0.2006, -0.1993, 0.0969, 0.2816, 0.2006, 2.4332, -0.9209, -0.9337, -0.7730, -0.1949, -0.4203, 0.1753, -0.3839, 0.2306, -0.4486, -0.3382, 0.1691, -0.1933, 0.2074, 0.2051, 0.1858, 0.1772, 0.2171, 0.1562, 0.2179, 0.1953, 0.2166, 0.2414, 0.2287, 0.2640],
  "homo_energy_ev": -8.479,
  "total_charge": 0,
  "gap_ev": 7.8342,
  "relative_energy_kj_mol": 2098.92
}

---

{
  "formula": "C24H29N3O5",
  "method": "ωB97M-V/def2-TZVPD",
  "symbols": ["C", "C", "O", "C", "C", "C", "C", "O", "N", "C", "C", "C", "C", "N", "C", "C", "O", "C", "C", "C", "C", "C", "O", "C", "C", "O", "N", "C", "C", "C", "C", "C", "H", "H", "H", "H", "H", "H", "H", "H", "H", "H", "H", "H", "H", "H", "H", "H", "H", "H", "H", "H", "H", "H", "H", "H", "H", "H", "H", "H", "H"],
  "positions_angstrom": [[0.76, 2.37, -2.29], [0.71, 1.05, -1.52], [-0.58, 0.79, -0.99], [-0.94, 1.34, 0.20], [-0.18, 2.23, 0.94], [-0.61, 2.66, 2.19], [0.33, 3.43, 3.07], [0.08, 4.50, 3.59], [1.53, 2.80, 3.27], [1.89, 1.56, 2.72], [1.05, 0.46, 2.87], [1.26, -0.69, 2.14], [2.33, -0.77, 1.24], [2.40, -1.89, 0.42], [3.28, -2.17, -0.57], [2.93, -3.45, -1.30], [4.26, -1.49, -0.84], [3.26, 0.27, 1.20], [3.03, 1.43, 1.93], [-1.87, 2.31, 2.66], [-2.64, 1.43, 1.92], [-2.17, 0.91, 0.73], [-2.94, -0.04, 0.07], [-2.43, -1.36, 0.14], [-1.37, -1.76, -0.89], [-0.34, -2.31, -0.51], [-1.65, -1.59, -2.19], [-2.86, -1.01, -2.73], [-3.60, -2.06, -3.55], [-2.70, -2.60, -4.66], [-1.41, -3.14, -4.04], [-0.74, -2.05, -3.21], [1.75, 2.49, -2.73], [0.55, 3.21, -1.65], [0.02, 2.36, -3.09], [1.47, 1.03, -0.73], [0.90, 0.22, -2.20], [0.77, 2.57, 0.57], [2.24, 3.35, 3.74], [0.21, 0.52, 3.54], [0.58, -1.52, 2.22], [1.55, -2.45, 0.44], [3.45, -3.47, -2.26], [1.86, -3.52, -1.45], [3.26, -4.29, -0.71], [4.12, 0.19, 0.56], [3.72, 2.26, 1.85], [-2.21, 2.69, 3.61], [-3.61, 1.11, 2.28], [-3.29, -2.02, 0.01], [-1.99, -1.54, 1.13], [-3.49, -0.62, -1.93], [-2.58, -0.17, -3.37], [-4.50, -1.62, -3.98], [-3.91, -2.88, -2.90], [-3.21, -3.39, -5.21], [-2.46, -1.80, -5.36], [-0.72, -3.47, -4.83], [-1.63, -4.00, -3.40], [0.16, -2.43, -2.71], [-0.46, -1.21, -3.85]],
  "nbo_charge": [-0.6353, -0.0689, -0.5232, 0.3326, -0.2811, -0.1180, 0.6663, -0.5924, -0.6229, 0.1016, -0.1586, -0.2493, 0.1536, -0.6133, 0.6890, -0.7145, -0.6162, -0.2457, -0.2236, -0.2008, -0.2360, 0.2274, -0.5171, -0.1538, 0.6951, -0.6964, -0.4242, -0.2208, -0.4060, -0.3986, -0.4044, -0.2256, 0.2200, 0.2119, 0.2119, 0.1917, 0.1924, 0.2306, 0.4119, 0.2185, 0.2177, 0.4330, 0.2351, 0.2293, 0.2345, 0.2608, 0.2174, 0.2301, 0.2283, 0.2067, 0.2066, 0.2395, 0.1919, 0.2139, 0.1977, 0.2126, 0.1953, 0.2135, 0.2029, 0.2384, 0.1871],
  "smiles": "CCOc1cc(C(=O)Nc2ccc(NC(C)=O)cc2)ccc1OCC(=O)N1CCCCC1",
  "homo_energy_ev": -8.029,
  "total_charge": 0,
  "gap_ev": 8.6365,
  "relative_energy_kj_mol": 76.08
}